Entry 1:
{"formula": "C8H8NO3S", "method": "ωB97M-V with the def2-TZVPD basis set", "e_tot_ev": -26891.03154, "total_charge": -1, "gap_ev": [6.8, 7.0], "largest_force_ha_per_bohr": 0.09606, "relative_energy_kj_mol": 259.15, "e_homo_ev": [-3.97, -4.08], "lumo_ev": [2.836, 2.908], "symbols": ["C", "C", "C", "C", "C", "C", "C", "C", "N", "O", "O", "O", "S", "H", "H", "H", "H", "H", "H", "H", "H"], "positions_angstrom": [[-0.74, 1.92, -1.41], [-0.01, 1.95, 1.95], [0.33, 1.43, -2.34], [-0.58, -0.60, 1.14], [0.81, 0.58, -1.15], [-0.60, 0.92, 0.90], [0.31, -1.69, 0.41], [0.23, -3.12, 0.74], [-0.32, 1.09, -0.49], [1.00, 2.52, 1.51], [-1.75, 2.62, -1.57], [-0.60, 1.97, 3.03], [0.67, -1.30, -1.23], [-0.09, 0.75, -3.19], [1.05, 2.21, -2.65], [-0.68, -0.88, 2.27], [-1.55, -0.74, 0.51], [1.77, 0.92, -0.75], [1.23, -3.66, 0.48], [-0.48, -3.64, 0.12], [-0.02, -3.25, 1.72]], "nbo_charge": [0.688, 0.734, -0.494, -0.531, -0.120, 0.129, -0.148, -0.659, -0.467, -0.737, -0.631, -0.734, 0.191, 0.221, 0.226, 0.240, 0.240, 0.223, 0.213, 0.198, 0.218]}

***

Entry 2:
{"formula": "C13H54N6O19", "method": "ωB97M-V with the def2-TZVPD basis set", "e_tot_ev": -62200.08153, "total_charge": 0, "gap_ev": 9.5, "largest_force_ha_per_bohr": 0.06484, "e_homo_ev": -9.25, "lumo_ev": 0.239, "symbols": ["C", "O", "N", "N", "H", "H", "H", "H", "C", "O", "N", "N", "H", "H", "H", "H", "C", "O", "N", "N", "H", "H", "H", "H", "C", "C", "O", "O", "H", "H", "H", "H", "H", "H", "C", "C", "O", "O", "H", "H", "H", "H", "H", "H", "C", "C", "O", "O", "H", "H", "H", "H", "H", "H", "C", "C", "O", "O", "H", "H", "H", "H", "H", "H", "C", "C", "O", "O", "H", "H", "H", "H", "H", "H", "O", "H", "H", "O", "H", "H", "O", "H", "H", "O", "H", "H", "O", "H", "H", "O", "H", "H"], "positions_angstrom": [[-2.13, 4.67, 0.76], [-1.05, 4.11, 0.56], [-2.16, 5.91, 1.36], [-3.31, 4.02, 0.66], [-1.24, 6.14, 1.71], [-2.82, 6.64, 1.16], [-4.08, 4.63, 0.88], [-3.47, 3.13, 0.23], [-3.08, -2.15, 3.01], [-3.71, -1.53, 2.14], [-3.55, -2.33, 4.25], [-1.80, -2.58, 2.81], [-4.38, -1.85, 4.54], [-2.97, -2.82, 4.90], [-1.14, -2.76, 3.55], [-1.52, -2.48, 1.85], [3.89, 3.03, 1.23], [3.44, 3.04, 0.08], [4.11, 4.13, 2.00], [4.45, 1.92, 1.79], [4.75, 4.14, 2.77], [3.42, 4.86, 1.95], [4.46, 0.98, 1.45], [5.16, 2.09, 2.49], [-1.29, 0.83, -0.55], [-0.01, 1.66, -0.71], [1.25, 1.22, -0.19], [-1.04, -0.50, -0.16], [-1.98, 0.86, -1.39], [-1.90, 1.35, 0.21], [-0.15, 2.71, -0.41], [0.10, 1.86, -1.79], [1.89, 1.83, -0.57], [-0.62, -0.46, 0.70], [1.01, -3.06, 5.87], [1.36, -2.68, 4.46], [0.62, -1.58, 4.06], [-0.25, -3.77, 5.87], [0.85, -2.14, 6.44], [1.79, -3.63, 6.39], [1.32, -3.56, 3.80], [2.44, -2.46, 4.53], [0.79, -1.43, 3.12], [-0.47, -4.15, 6.73], [3.66, -1.22, 0.27], [2.39, -2.03, 0.55], [1.34, -1.40, 1.26], [4.44, -1.15, 1.49], [3.41, -0.21, -0.04], [4.32, -1.68, -0.48], [2.66, -2.94, 1.09], [2.00, -2.36, -0.42], [1.05, -0.64, 0.73], [4.50, -2.06, 1.77], [-3.14, -3.91, -3.20], [-2.47, -2.66, -2.67], [-2.59, -2.61, -1.25], [-4.53, -3.91, -3.00], [-2.67, -4.71, -2.61], [-2.97, -4.12, -4.26], [-2.95, -1.77, -3.11], [-1.41, -2.64, -2.96], [-2.13, -1.84, -0.89], [-4.65, -3.76, -2.06], [2.25, -1.13, -3.64], [2.14, -2.07, -4.82], [1.16, -3.08, -4.57], [1.33, -0.03, -3.82], [3.25, -0.70, -3.56], [1.97, -1.61, -2.70], [3.06, -2.67, -4.74], [1.96, -1.57, -5.77], [1.22, -3.76, -5.25], [1.51, 0.68, -3.19], [0.74, 3.29, -3.76], [1.31, 3.72, -3.11], [1.35, 2.94, -4.42], [-4.16, 1.55, -2.71], [-4.25, 0.73, -2.20], [-4.87, 1.51, -3.36], [0.11, 2.06, 1.91], [0.86, 1.72, 1.41], [-0.25, 2.79, 1.36], [-1.87, 2.46, -4.70], [-2.33, 2.26, -3.88], [-1.05, 2.89, -4.42], [-4.02, 1.12, 0.91], [-4.68, 0.77, 0.30], [-3.60, 0.33, 1.30], [2.82, 1.80, -2.36], [3.42, 2.42, -1.92], [3.37, 1.34, -3.01]], "mulliken_charge": [0.465, -0.748, -0.490, -0.182, 0.227, 0.200, 0.160, 0.221, 0.619, -0.757, -0.399, -0.240, 0.229, 0.154, 0.278, 0.092, 0.589, -0.665, -0.445, -0.200, 0.157, 0.243, 0.098, 0.180, 0.196, -1.237, 1.366, -0.108, -0.093, 0.090, 1.161, 0.132, -0.613, -0.075, -0.660, -0.236, -0.484, -0.514, 0.280, 0.388, 0.299, 0.362, 0.369, 0.284, 0.535, -0.828, -0.150, -0.651, -0.527, 0.382, 0.556, 0.126, -0.029, 0.342, -0.713, 0.248, -0.520, -0.572, 0.311, 0.360, 0.160, 0.069, 0.192, 0.328, 0.255, -0.662, -0.492, -0.479, 0.371, -0.180, 0.325, 0.311, 0.273, 0.335, -0.608, 0.256, 0.288, -0.576, 0.275, 0.268, -0.788, 0.218, 0.454, -0.664, 0.296, 0.365, -0.583, 0.285, 0.227, -0.454, 0.216, 0.151]}

***

Entry 3:
{"formula": "H2N2O2", "method": "ωB97M-V with the def2-TZVPD basis set", "e_tot_ev": -7101.75258, "total_charge": 0, "gap_ev": [9.8, 9.8], "largest_force_ha_per_bohr": 0.14208, "relative_energy_kj_mol": 369.23, "e_homo_ev": [-10.04, -10.04], "lumo_ev": [-0.273, -0.273], "symbols": ["N", "N", "O", "O", "H", "H"], "positions_angstrom": [[0.26, -0.07, 0.05], [1.55, -0.29, 0.00], [2.07, -1.34, -0.03], [2.43, 1.09, 0.00], [-0.42, -0.81, -0.21], [-0.15, 0.76, -0.03]], "nbo_charge": [-0.552, 0.572, -0.261, -0.558, 0.391, 0.408]}

***

Entry 4:
{"formula": "C10H20Cl2O2", "method": "ωB97M-V with the def2-TZVPD basis set", "e_tot_ev": -39833.06012, "total_charge": 0, "gap_ev": 10.5, "largest_force_ha_per_bohr": 0.05266, "relative_energy_kj_mol": 0.00, "e_homo_ev": -9.63, "lumo_ev": 0.862, "symbols": ["Cl", "C", "C", "Cl", "H", "H", "H", "H", "C", "C", "C", "O", "C", "H", "H", "H", "H", "H", "H", "H", "H", "C", "C", "C", "O", "C", "H", "H", "H", "H", "H", "H", "H", "H"], "positions_angstrom": [[8.19, -3.31, 8.87], [7.26, -4.44, 7.89], [7.93, -5.78, 7.85], [6.94, -6.97, 6.98], [7.10, -3.94, 6.93], [6.27, -4.65, 8.24], [7.99, -6.08, 8.88], [8.90, -5.89, 7.31], [2.73, -5.79, 10.86], [2.78, -6.41, 9.51], [2.86, -5.22, 8.59], [3.60, -4.29, 9.30], [3.02, -4.32, 10.56], [3.56, -6.23, 11.54], [1.76, -5.83, 11.35], [1.97, -7.08, 9.24], [3.69, -6.97, 9.31], [1.88, -4.79, 8.26], [3.44, -5.44, 7.67], [2.06, -3.83, 10.58], [3.68, -3.84, 11.29], [7.95, -6.22, 12.84], [7.94, -4.70, 12.64], [6.76, -4.60, 11.69], [6.70, -5.80, 10.89], [7.66, -6.69, 11.41], [7.24, -6.57, 13.60], [8.87, -6.69, 13.19], [8.83, -4.30, 12.16], [7.77, -4.19, 13.59], [6.71, -3.76, 11.01], [5.82, -4.50, 12.30], [8.60, -6.66, 10.81], [7.29, -7.73, 11.39]], "nbo_charge": [-0.052, -0.401, -0.386, -0.070, 0.220, 0.238, 0.230, 0.223, -0.434, -0.447, -0.067, -0.518, -0.070, 0.213, 0.208, 0.214, 0.217, 0.154, 0.191, 0.152, 0.189, -0.432, -0.443, -0.074, -0.552, -0.069, 0.209, 0.217, 0.212, 0.221, 0.204, 0.157, 0.155, 0.191]}

***

Entry 5:
{"formula": "C4H8NO2", "method": "ωB97M-V with the def2-TZVPD basis set", "e_tot_ev": -9853.20445, "total_charge": 1, "gap_ev": 11.5, "largest_force_ha_per_bohr": 0.09820, "relative_energy_kj_mol": 301.64, "e_homo_ev": -14.51, "lumo_ev": -2.958, "symbols": ["C", "C", "C", "C", "N", "O", "O", "H", "H", "H", "H", "H", "H", "H", "H"], "positions_angstrom": [[-0.31, 1.29, 0.71], [-1.47, 1.53, 0.08], [-1.16, -0.60, -0.36], [1.45, -0.35, -0.22], [0.11, -0.07, 0.44], [-1.97, 0.48, -0.58], [-1.69, -1.49, 0.52], [0.46, 1.87, 1.23], [-2.07, 2.48, 0.09], [-0.77, -1.05, -1.65], [1.55, -0.08, -1.34], [2.06, 0.33, 0.37], [1.62, -1.38, -0.16], [0.21, -0.59, 1.24], [-2.63, -1.50, 0.55]], "nbo_charge": [-0.188, 0.182, 0.555, -0.413, -0.380, -0.467, -0.706, 0.263, 0.267, 0.204, 0.254, 0.234, 0.237, 0.435, 0.523]}

***

Entry 6:
{"formula": "C7H15NO2", "method": "ωB97M-V with the def2-TZVPD basis set", "e_tot_ev": -13083.91120, "total_charge": 0, "gap_ev": 8.2, "largest_force_ha_per_bohr": 0.03724, "relative_energy_kj_mol": 421.66, "e_homo_ev": -7.55, "lumo_ev": 0.626, "symbols": ["C", "C", "C", "C", "O", "H", "H", "H", "H", "H", "H", "H", "H", "C", "C", "N", "C", "O", "H", "H", "H", "H", "H", "H", "H"], "positions_angstrom": [[1.56, 1.33, -1.40], [-1.48, 1.54, 0.85], [-0.16, 0.81, 0.76], [0.86, 1.09, 1.60], [0.31, 0.80, -1.05], [2.00, 1.87, -0.55], [1.46, 2.02, -2.24], [2.27, 0.54, -1.69], [-2.10, 1.14, 1.65], [-1.30, 2.59, 1.06], [-2.03, 1.46, -0.09], [1.79, 0.55, 1.57], [0.79, 1.97, 2.23], [-0.18, -1.69, 1.61], [-0.63, -1.43, -2.06], [-0.51, -0.80, 0.49], [0.28, -1.14, -0.89], [1.38, -1.61, -0.75], [-1.51, -0.85, 0.28], [-0.55, -1.24, 2.54], [0.90, -1.77, 1.65], [-0.62, -2.67, 1.46], [-1.49, -0.76, -2.05], [-0.96, -2.47, -2.01], [-0.08, -1.27, -2.98]], "nbo_charge": [-0.261, -0.676, 0.387, -0.701, -0.691, 0.182, 0.171, 0.179, 0.210, 0.241, 0.220, 0.218, 0.218, -0.420, -0.706, -0.500, 0.789, -0.632, 0.399, 0.224, 0.244, 0.207, 0.222, 0.223, 0.252]}

***

Repeat the third record exactly.
{"formula": "H2N2O2", "method": "ωB97M-V with the def2-TZVPD basis set", "e_tot_ev": -7101.75258, "total_charge": 0, "gap_ev": [9.8, 9.8], "largest_force_ha_per_bohr": 0.14208, "relative_energy_kj_mol": 369.23, "e_homo_ev": [-10.04, -10.04], "lumo_ev": [-0.273, -0.273], "symbols": ["N", "N", "O", "O", "H", "H"], "positions_angstrom": [[0.26, -0.07, 0.05], [1.55, -0.29, 0.00], [2.07, -1.34, -0.03], [2.43, 1.09, 0.00], [-0.42, -0.81, -0.21], [-0.15, 0.76, -0.03]], "nbo_charge": [-0.552, 0.572, -0.261, -0.558, 0.391, 0.408]}

***

Please write out number 5 again, unchanged.
{"formula": "C4H8NO2", "method": "ωB97M-V with the def2-TZVPD basis set", "e_tot_ev": -9853.20445, "total_charge": 1, "gap_ev": 11.5, "largest_force_ha_per_bohr": 0.09820, "relative_energy_kj_mol": 301.64, "e_homo_ev": -14.51, "lumo_ev": -2.958, "symbols": ["C", "C", "C", "C", "N", "O", "O", "H", "H", "H", "H", "H", "H", "H", "H"], "positions_angstrom": [[-0.31, 1.29, 0.71], [-1.47, 1.53, 0.08], [-1.16, -0.60, -0.36], [1.45, -0.35, -0.22], [0.11, -0.07, 0.44], [-1.97, 0.48, -0.58], [-1.69, -1.49, 0.52], [0.46, 1.87, 1.23], [-2.07, 2.48, 0.09], [-0.77, -1.05, -1.65], [1.55, -0.08, -1.34], [2.06, 0.33, 0.37], [1.62, -1.38, -0.16], [0.21, -0.59, 1.24], [-2.63, -1.50, 0.55]], "nbo_charge": [-0.188, 0.182, 0.555, -0.413, -0.380, -0.467, -0.706, 0.263, 0.267, 0.204, 0.254, 0.234, 0.237, 0.435, 0.523]}